Record 1
# C29H48Ge2I2IrOSSi3

A structure of composition C29H48Ge2I2IrOSSi3 (ωB97M-V with the def2-TZVPD basis set, the Open Molecules 2025 dataset).

Calculated values
* maximum force: 0.0113 hartree/bohr
* charge: +4
* multiplicity: 2
* orbital gap (alpha / beta): 6.0 / 5.6 eV
* ΔE to the lowest compared entry with this formula, charge and spin: 0.0 kcal per mole
* HOMO energy (alpha / beta): -17.940 / -18.048 eV

Each line ends with the Löwdin charge.
CARTESIAN COORDINATES (ANGSTROEM)
C: 5.546 -0.068 -4.062  -0.15
C: -1.010 1.287 -4.429  -0.08
C: 3.535 -4.308 -0.589  -0.14
H: -4.334 0.663 -4.629  0.13
C: 0.410 -4.072 -3.735  -0.06
C: 3.112 1.947 -4.177  -0.15
C: 2.811 2.116 2.301  -0.19
H: 6.071 0.679 -3.468  0.05
H: 3.156 -2.036 -4.986  0.06
H: 6.743 -3.398 0.094  0.08
H: 6.459 -1.775 0.718  0.05
H: 0.902 -6.139 -3.431  0.12
H: 0.299 0.547 -2.904  0.04
H: 1.805 1.768 2.539  0.00
C: -4.593 -3.364 0.571  -0.05
H: 2.079 4.449 0.229  0.06
H: -1.955 4.238 0.836  0.08
H: 1.760 -1.163 -4.294  0.02
H: -3.511 3.716 -1.766  0.09
H: 2.192 2.022 -3.593  0.03
C: 4.862 1.985 -0.065  -0.20
H: 3.700 -5.327 -0.206  0.08
C: -2.641 3.400 0.941  -0.20
C: -3.029 -0.076 -3.092  -0.08
H: 6.099 -2.194 -0.991  0.04
C: -2.496 3.315 -1.780  -0.18
H: 5.946 0.012 -5.089  0.09
H: -2.344 2.725 -2.683  0.03
C: -4.389 -1.324 1.834  -0.06
I: -1.101 -3.667 2.743  0.45
H: 5.278 1.061 0.338  0.03
H: 0.616 -4.102 -4.797  0.12
Ge: -1.363 -1.332 -1.111  0.92
C: -0.725 0.570 -3.277  -0.17
C: 6.062 -2.532 0.045  -0.15
H: -3.828 -0.610 -2.587  0.12
H: -0.231 1.827 -4.952  0.11
H: 3.847 2.670 -3.826  0.06
C: 2.665 -1.068 -4.901  -0.14
H: -0.272 -2.047 -3.780  0.09
C: -3.306 -0.956 1.054  -0.19
C: -1.724 -0.128 -2.598  -0.35
H: 2.333 -0.757 -5.901  0.08
I: 0.122 -1.294 2.692  0.40
H: -0.516 -4.038 0.017  0.00
H: 0.327 -6.103 -1.027  0.12
Ir: -0.158 0.212 0.568  0.17
Ge: 1.826 0.134 -0.483  0.69
H: -1.766 4.118 -1.686  0.09
C: -2.838 -1.790 0.036  -0.38
H: 4.286 -2.116 2.752  0.06
H: 2.764 -2.982 2.328  -0.01
C: 0.242 -5.199 -1.616  -0.08
C: -0.389 -2.866 -1.789  -0.31
Si: 3.765 0.243 -4.278  0.86
H: 2.453 -4.146 -0.567  0.02
H: 2.912 3.114 2.741  0.07
H: -4.742 -0.674 2.624  0.12
H: -2.491 2.884 1.888  0.07
H: 5.785 -1.080 -3.738  0.05
H: -3.677 3.736 0.877  0.09
H: -5.894 -2.813 2.185  0.13
H: 5.479 2.806 0.319  0.07
C: 2.154 3.575 -0.426  -0.18
C: -3.493 -3.003 -0.197  -0.12
H: 4.204 -3.871 2.780  0.08
H: 2.837 2.225 -5.204  0.08
H: 2.663 3.890 -1.338  0.04
C: -5.037 -2.530 1.587  -0.04
S: -2.375 2.232 -0.380  0.94
H: -3.152 -3.673 -0.979  0.11
O: -0.825 1.937 -0.286  -0.75
H: 4.967 1.990 -1.151  0.02
C: -0.226 -4.030 -1.033  -0.15
H: 3.542 1.470 2.788  0.05
C: 3.851 -2.974 2.243  -0.15
Si: 4.436 -3.196 0.534  0.87
H: 1.134 3.267 -0.664  0.00
H: -5.106 -4.296 0.372  0.13
C: -0.074 -2.908 -3.151  -0.12
Si: 3.107 2.259 0.473  0.44
H: -2.539 1.870 -5.823  0.13
H: 3.902 -4.282 -1.614  0.06
C: 0.565 -5.221 -2.969  -0.04
H: -2.828 0.005 1.254  0.04
C: -2.314 1.319 -4.919  -0.05
C: -3.321 0.643 -4.248  -0.04

---

Record 2
# C29H48InNP3S2

A structure of composition C29H48InNP3S2 in a non-equilibrium geometry (ωB97M-V with the def2-TZVPD basis set, the Open Molecules 2025 dataset).

Calculated values
* maximum force: 0.0502 hartree/bohr
* charge: +3
* orbital gap: 7.3 eV
* ΔE to the lowest compared entry with this formula, charge and spin: 27.1 kcal per mole
* HOMO energy: -16.348 eV

Each line ends with the Löwdin charge.
CARTESIAN COORDINATES (ANGSTROEM)
H: -0.227 4.091 -0.947  0.03
H: 1.082 3.468 1.563  0.04
H: -1.884 3.516 -1.269  0.04
H: 2.421 -2.866 2.799  0.10
H: 3.606 0.356 1.234  0.06
C: 1.581 0.961 4.693  -0.05
C: -2.981 0.779 -2.074  -0.23
P: 2.437 1.241 -0.690  0.76
H: -2.905 -1.113 -5.340  0.12
C: -0.200 1.672 -5.560  -0.10
C: 0.126 3.091 1.946  -0.25
H: 2.144 -0.491 3.164  0.09
S: -0.265 -1.742 2.307  1.06
C: -2.601 -2.096 -2.136  -0.21
H: -3.337 -2.707 -1.594  0.07
H: -3.311 2.041 0.884  0.04
H: 4.633 1.348 -1.572  0.08
C: 1.341 -0.035 3.744  -0.10
C: -0.207 -5.116 4.562  -0.03
H: 2.605 1.301 4.859  0.13
C: -3.211 -0.842 0.378  -0.24
H: -4.035 0.544 -2.308  0.09
H: -0.437 -1.715 -5.204  0.11
H: -1.693 -3.783 3.706  0.12
H: -2.571 -0.684 1.263  -0.01
C: 0.323 -3.185 3.195  -0.38
H: 1.598 2.998 -2.130  0.06
N: 0.851 -1.502 1.157  -0.38
H: 0.706 2.248 6.182  0.13
H: -1.576 4.598 0.124  0.07
H: -2.407 1.612 2.378  0.03
C: 1.158 -5.422 4.668  -0.02
H: -3.575 -1.881 0.403  0.06
C: 3.140 1.323 0.995  -0.23
C: 2.254 2.962 -1.247  -0.23
H: -2.933 1.706 -1.480  0.02
H: 3.261 3.313 -1.523  0.08
H: 0.521 -2.504 -1.838  0.07
H: -1.841 3.029 -5.924  0.13
H: -3.572 1.219 -6.004  0.14
C: -2.505 0.965 -5.829  -0.06
H: -0.932 -5.756 5.062  0.13
H: -1.685 -2.687 -2.267  0.04
C: 0.192 0.342 -5.346  -0.55
H: -4.065 -0.147 0.408  0.07
C: -2.125 -0.350 -5.518  -0.07
P: -0.887 2.332 0.616  0.78
C: 1.298 -1.704 -1.867  -0.35
C: -1.543 1.980 -5.806  -0.05
H: 3.159 -4.829 4.067  0.12
H: 1.840 3.598 -0.455  0.03
C: -2.474 2.320 1.539  -0.25
H: -0.448 3.927 2.370  0.07
C: -0.793 1.063 5.181  -0.05
H: 4.166 -0.355 -1.320  0.07
H: 3.549 0.528 -2.747  0.01
H: -1.622 1.491 5.745  0.13
H: -3.000 -1.837 -3.127  0.04
H: 3.898 2.121 1.010  0.08
H: -2.638 3.334 1.934  0.07
H: 0.312 2.353 2.739  0.02
H: 2.131 -2.044 -1.205  0.08
H: -2.054 -0.288 4.016  0.12
H: 2.126 -1.030 -5.705  -0.02
H: 2.906 -1.591 -3.292  0.07
H: 2.364 1.527 1.746  0.02
H: 1.318 -2.161 -3.956  0.06
H: 1.498 -6.291 5.236  0.13
C: 0.515 1.493 5.420  -0.04
P: -2.234 -0.606 -1.153  0.79
C: -1.045 0.082 4.223  -0.09
H: -2.431 0.928 -3.017  0.04
C: -1.168 3.776 -0.480  -0.25
C: -0.631 -4.009 3.821  -0.06
C: 1.807 -1.533 -3.202  -0.17
H: 0.565 2.438 -5.488  0.11
C: -0.761 -0.675 -5.360  -0.09
C: 2.092 -4.611 4.022  -0.04
C: 1.679 -3.490 3.292  -0.08
In: 0.351 -0.275 -0.603  0.47
H: 1.481 -2.298 1.088  0.02
C: 3.820 0.618 -1.687  -0.23
C: 0.040 -0.464 3.516  -0.40
S: 1.914 0.085 -4.986  1.03

---

Record 3
# C29H49Cl3N3NdO3Si

A structure of composition C29H49Cl3N3NdO3Si in a non-equilibrium geometry (ωB97M-V with the def2-TZVPD basis set, the Open Molecules 2025 dataset).

Calculated values
* maximum force: 0.0878 hartree/bohr
* charge: 0
* multiplicity: 4
* orbital gap: 5.3 eV
* ΔE to the lowest compared entry with this formula, charge and spin: 64.6 kcal per mole
* HOMO energy: -5.384 eV

Each line ends with the Löwdin charge.
CARTESIAN COORDINATES (ANGSTROEM)
C: 2.255 -2.074 -4.997  -0.15
H: 2.077 -3.428 -2.476  0.08
C: -0.409 0.830 5.089  -0.34
H: -2.906 1.439 -4.364  0.03
C: 2.338 -3.500 -5.459  -0.10
O: 0.065 -1.965 0.887  -0.21
H: -0.855 -5.036 3.322  0.09
C: 1.605 2.618 -5.815  -0.09
C: 1.316 0.589 -4.512  -0.19
N: 0.975 -0.236 6.791  -0.20
H: 1.705 0.395 4.903  0.09
H: 2.127 3.565 -5.989  0.10
H: -2.461 -0.076 -5.236  0.02
H: -3.621 -0.135 -3.875  0.02
H: 2.572 0.689 7.818  0.11
C: 0.449 0.112 -5.519  -0.13
H: 0.370 2.819 -7.575  0.09
H: -3.641 1.377 6.035  0.09
H: 1.047 -1.908 5.509  0.11
H: -2.072 0.008 2.217  0.07
C: -1.502 1.211 5.923  -0.09
H: -1.628 0.666 -0.636  0.00
C: 0.973 0.754 5.638  -0.11
H: -4.038 0.557 3.722  0.08
C: -0.952 1.901 -2.922  -0.18
H: 3.751 -2.850 -2.850  0.09
H: -2.430 -5.177 2.422  0.09
C: -1.915 0.332 3.249  -0.16
H: -1.917 2.409 -2.724  0.03
C: -1.665 -4.492 2.812  -0.04
H: 0.140 -0.930 -5.549  0.06
H: 2.355 -1.313 -5.784  0.11
H: 1.746 -4.156 -4.805  0.07
H: -0.580 -1.546 6.192  0.11
H: -0.195 -2.318 2.915  0.13
H: -0.997 6.124 0.268  0.09
C: -0.692 0.451 3.815  -0.12
H: 0.310 0.151 7.476  0.16
Si: -1.481 -0.023 -2.966  0.25
H: 0.697 5.835 0.853  0.10
H: 3.367 -3.889 -5.464  0.07
C: 1.814 -0.252 -3.309  -0.42
C: 2.228 -1.669 -3.711  -0.24
H: -1.223 -1.117 -0.636  -0.01
C: 1.928 1.839 -4.703  -0.04
Cl: 2.709 -0.467 2.253  -0.28
H: 3.045 -0.660 6.716  0.12
H: -2.081 3.389 1.437  0.11
C: 0.491 3.206 0.548  -0.26
C: 0.637 2.190 -6.734  -0.10
H: -2.119 -3.827 3.556  0.09
C: -1.843 3.747 0.424  -0.01
H: 0.310 5.679 -0.872  0.10
C: 0.052 0.929 -6.587  -0.08
H: 1.305 1.702 6.080  0.13
H: -0.630 2.221 -3.929  0.02
Cl: -1.217 -2.010 -3.663  0.37
N: -0.441 4.128 0.384  -0.17
C: -2.738 0.358 -4.268  -0.26
H: -0.688 0.549 -7.296  0.11
H: -0.251 2.255 -2.146  0.02
O: 1.138 -0.255 -2.093  -0.51
C: -0.089 5.531 0.148  -0.02
C: -0.399 -2.615 1.867  -0.27
H: -0.598 -4.293 -0.253  0.10
C: -1.504 -4.111 0.338  -0.02
C: 0.493 -1.587 6.400  0.00
C: -3.019 0.658 4.098  -0.11
Nd: 1.474 0.023 0.043  1.22
H: 1.930 -3.616 -6.474  0.07
H: -2.415 4.644 0.205  0.09
H: -2.113 -3.345 -0.156  0.09
C: -1.772 -0.302 -1.127  -0.23
H: 1.508 3.630 0.650  0.16
C: -2.793 1.105 5.405  -0.13
N: -1.165 -3.697 1.696  -0.17
Cl: 3.578 1.209 -0.935  -0.16
H: 2.247 -1.018 8.289  0.10
H: 2.792 -2.075 -1.594  0.05
H: -2.839 -0.588 -1.099  0.04
C: 2.724 -2.544 -2.591  -0.04
O: 0.245 1.961 0.537  -0.22
H: -1.320 1.577 6.940  0.09
H: 0.690 -2.276 7.232  0.10
C: 2.308 -0.310 7.451  -0.01
H: -2.023 2.954 -0.317  0.08
H: -2.092 -5.029 0.424  0.08
H: 2.749 0.232 -2.993  0.04
H: 2.688 2.167 -3.975  0.12